This record from the Open Molecules 2025 dataset describes a gas-phase ion, C2H6P (charge +1) in a non-equilibrium geometry. The level of theory is wB97M-V/def2-TZVPD.

Results
Highest occupied orbital energy   -13.7 eV
Largest force on an atom   0.0616 hartree/bohr
Total charge   +1
Kohn-Sham gap   7.9127 eV

XYZ file:
```
9
Properties=species:S:1:pos:R:3:lowdin_charge:R:1
C -0.58 -0.55 -1.37 -0.0121
C -0.14 -0.82 0.04 -0.3517
P 0.49 0.73 1.03 0.9797
H -1.54 0.15 -1.49 0.1072
H 0.00 -0.92 -2.33 0.1137
H -0.15 -1.89 0.54 0.1054
H -0.23 1.86 0.43 0.0272
H 0.24 0.60 2.45 0.0049
H 1.90 0.84 0.70 0.0257
```

=====

This record from the Open Molecules 2025 dataset describes a single C2H6P2 molecule in a non-equilibrium geometry. The level of theory is wB97M-V/def2-TZVPD.

Results
Highest occupied orbital energy (spin up / spin down)   -8.4 / -7.7 eV
SMILES   [H]/P=C(/C)P
Largest force on an atom   0.0893 hartree/bohr
Total charge   0
Kohn-Sham gap (spin up / spin down)   8.0703 / 6.7166 eV

XYZ file:
```
10
Properties=species:S:1:pos:R:3:lowdin_charge:R:1
C -0.26 0.31 0.06 -0.8141
C 0.98 0.78 0.77 -0.2200
P -2.28 1.16 -0.08 0.6303
P -0.38 -1.41 -0.26 0.6806
H 1.34 -0.16 1.21 0.0499
H 0.68 1.50 1.48 0.0410
H 1.66 1.17 -0.01 0.0907
H -2.72 0.15 -1.01 -0.2533
H 0.76 -1.66 -1.20 -0.0702
H -1.47 -1.33 -1.19 -0.1349
```

=====

This record from the Open Molecules 2025 dataset describes a single C2H6P2 molecule in a non-equilibrium geometry. The level of theory is wB97M-V/def2-TZVPD.

Results
Highest occupied orbital energy   -9.0 eV
SMILES   [H]/P=C/CP
Largest force on an atom   0.0652 hartree/bohr
Total charge   0
Kohn-Sham gap   9.1635 eV

XYZ file:
```
10
Properties=species:S:1:pos:R:3:lowdin_charge:R:1
C -1.18 0.16 -0.22 -0.6661
C 0.03 -0.07 0.58 -0.6695
P -2.65 -0.64 0.07 0.7746
P 1.42 -1.13 -0.05 0.7503
H -1.02 0.90 -1.09 0.0761
H 0.33 1.02 0.66 0.0859
H -0.12 -0.30 1.61 0.0390
H -3.40 0.08 -0.93 -0.1497
H 2.31 -0.89 1.04 -0.1139
H 2.27 -0.28 -0.84 -0.1268
```

=====

This record from the Open Molecules 2025 dataset describes 2 unconnected molecules or ions with the total composition C2H6S. The level of theory is wB97M-V/def2-TZVPD.

Results
Highest occupied orbital energy   -9.8 eV
SMILES   C=C.S
Largest force on an atom   0.0091 hartree/bohr
Total charge   0
Kohn-Sham gap   10.6660 eV

XYZ file:
```
9
Properties=species:S:1:pos:R:3:lowdin_charge:R:1
C -0.76 1.76 -1.38 -0.0926
C -0.59 0.70 -2.18 -0.0926
H 0.05 2.47 -1.20 0.0463
H -1.72 1.95 -0.89 0.0463
H 0.37 0.52 -2.67 0.0463
H -1.40 -0.01 -2.36 0.0463
S 1.53 -2.80 4.05 0.4497
H 2.17 -2.02 3.16 -0.2249
H 0.34 -2.57 3.48 -0.2249
```

=====

This record from the Open Molecules 2025 dataset describes 2 unconnected molecules or ions with the total composition C2H6S2. The level of theory is wB97M-V/def2-TZVPD.

Results
Multiplicity   2
Highest occupied orbital energy (spin up / spin down)   -3.5 / -2.4 eV
Largest force on an atom   0.0130 hartree/bohr
Total charge   -1
Kohn-Sham gap (spin up / spin down)   7.3163 / 4.6851 eV

XYZ file:
```
10
Properties=species:S:1:pos:R:3:lowdin_charge:R:1
C -0.85 1.32 -0.02 -0.7283
S 1.89 0.12 0.29 0.2955
S -1.92 -0.12 0.04 0.2708
C 0.85 -1.31 0.01 -0.7330
H -1.48 2.19 -0.24 -0.0005
H -0.34 1.44 0.94 -0.0247
H -0.11 1.25 -0.83 -0.0312
H 0.24 -1.22 -0.89 -0.0222
H 1.53 -2.15 -0.17 -0.0029
H 0.19 -1.51 0.87 -0.0235
```

=====

This record from the Open Molecules 2025 dataset describes a single C2H6S2 molecule in a non-equilibrium geometry. The level of theory is wB97M-V/def2-TZVPD.

Results
Highest occupied orbital energy   -8.6 eV
SMILES   CSSC
Largest force on an atom   0.0666 hartree/bohr
Total charge   0
Kohn-Sham gap   9.3418 eV

XYZ file:
```
10
Properties=species:S:1:pos:R:3:lowdin_charge:R:1
C 1.92 -0.33 -0.30 -0.4878
S 0.44 -1.38 -0.05 0.4018
S -0.59 -0.18 1.33 0.4133
C -1.93 0.45 0.24 -0.4932
H 2.52 -0.38 0.59 0.0129
H 1.66 0.72 -0.54 0.0373
H 2.43 -0.87 -1.12 0.0260
H -1.81 0.36 -0.92 0.0719
H -1.74 1.54 0.24 0.0161
H -2.89 0.07 0.53 0.0017
```